{"formula": "C33H29Br2IrN3O5STe", "method": "ωB97M-V with the def2-TZVPD basis set", "species": ["Ir", "Br", "C", "C", "C", "N", "C", "C", "C", "C", "C", "Br", "C", "C", "N", "H", "H", "H", "H", "H", "H", "O", "S", "O", "O", "O", "C", "C", "C", "C", "C", "C", "Te", "N", "C", "O", "C", "C", "C", "C", "C", "C", "C", "C", "C", "C", "C", "C", "C", "C", "C", "C", "H", "H", "H", "H", "H", "H", "H", "H", "H", "H", "H", "H", "H", "H", "H", "H", "H", "H", "H", "H", "H", "H", "H"], "coordinates": [[1.69343, 0.29209, -3.09123], [5.56812, -1.22756, 2.19206], [4.46175, -0.81527, 0.73652], [3.93460, -1.82935, -0.04929], [3.10073, -1.47070, -1.08561], [2.79085, -0.19626, -1.35619], [3.32921, 0.79324, -0.61643], [4.16442, 0.50647, 0.45223], [3.01455, 2.17577, -1.05174], [3.47401, 3.30408, -0.39843], [3.18279, 4.54171, -0.95951], [3.78015, 6.10363, -0.10808], [2.46671, 4.61897, -2.13950], [2.02229, 3.43915, -2.71578], [2.28584, 2.25941, -2.16777], [4.17052, -2.86766, 0.13104], [2.66377, -2.21310, -1.74019], [4.58930, 1.29813, 1.04975], [4.04365, 3.24478, 0.51607], [2.25372, 5.56762, -2.60921], [1.44894, 3.42900, -3.63205], [2.57122, 0.13275, -6.81475], [2.28571, 0.85309, -5.62774], [2.28005, 2.28711, -5.65700], [0.95510, 0.34488, -4.95726], [3.19594, 0.38505, -4.42930], [-3.36799, -4.07747, 4.94910], [-2.74597, -3.38962, 3.77164], [-3.18355, -2.13591, 3.35713], [-2.61385, -1.48011, 2.27577], [-3.14503, -0.13373, 1.86672], [-1.56374, -2.11305, 1.59475], [-0.66283, -1.18177, -0.04296], [0.04362, 0.36795, -2.31823], [-0.97350, 1.26506, -2.56041], [-0.77551, 2.45937, -2.66876], [-2.34230, 0.66749, -2.52978], [-2.54274, -0.70039, -2.73160], [-3.82317, -1.23318, -2.65332], [-4.90086, -0.40313, -2.37988], [-4.70748, 0.96306, -2.20758], [-3.43324, 1.49963, -2.29074], [-0.09470, 0.61570, 0.90718], [-0.65927, 1.82181, 0.50843], [-0.23067, 3.00659, 1.08150], [0.75874, 2.97764, 2.05371], [1.29975, 1.76812, 2.45997], [0.88555, 0.55911, 1.90217], [1.46353, -0.72517, 2.42669], [-1.12944, -3.40001, 1.96002], [-0.02774, -4.13540, 1.24304], [-1.72342, -4.00668, 3.05509], [-4.21908, -3.52008, 5.33477], [-2.64151, -4.18789, 5.75595], [-3.70689, -5.07806, 4.67881], [-4.00352, -1.66228, 3.88402], [-4.15328, 0.00696, 2.25232], [-3.19808, -0.01575, 0.77951], [-2.52413, 0.67370, 2.25956], [-1.70618, -1.32617, -3.01800], [-3.98097, -2.28891, -2.82903], [-5.89914, -0.81646, -2.32223], [-5.55485, 1.60820, -2.01773], [-3.26297, 2.56196, -2.17103], [-1.43776, 1.84699, -0.23982], [-0.66805, 3.94386, 0.76565], [1.10440, 3.89900, 2.50392], [2.05939, 1.75053, 3.23278], [2.45514, -0.55933, 2.84643], [1.56365, -1.49409, 1.65542], [0.83297, -1.14075, 3.21653], [0.02808, -3.90236, 0.17682], [-0.17781, -5.21046, 1.32249], [0.94813, -3.90721, 1.68037], [-1.38912, -4.99434, 3.35223]], "s2": 6.025, "charge": 1, "e_homo_ev": [-11.060, -11.824], "e_lumo_ev": [-3.77, -6.13], "spin_multiplicity": 5}